1.
# C9H5Cl5Cu2F18NaO18S6

C9H5Cl5Cu2F18NaO18S6 as an isolated structure at a distorted geometry (ωB97M-V with the def2-TZVPD basis set, OMol25).

Last column: Mulliken charge in e.
CARTESIAN COORDINATES (ANGSTROEM)
Na -4.600 -1.155 0.977  0.953
Cu -1.586 2.486 -2.474  0.259
Cu -0.831 1.546 2.814  -0.019
C 2.923 -1.231 3.334  0.541
F 3.709 -0.497 2.565  -0.186
F 2.235 -2.091 2.560  -0.178
F 3.647 -1.948 4.189  -0.244
S 1.752 -0.185 4.322  1.076
O 2.640 0.690 5.036  -0.638
O 1.026 0.562 3.256  -0.517
O 0.958 -1.068 5.098  -0.612
C -1.669 -3.106 3.173  0.571
F -2.067 -3.264 1.899  -0.210
F -2.033 -4.178 3.866  -0.230
F -0.351 -3.002 3.225  -0.160
S -2.404 -1.574 3.914  1.091
O -2.170 -1.739 5.310  -0.603
O -1.659 -0.414 3.406  -0.336
O -3.802 -1.595 3.491  -0.692
C -0.534 5.497 0.549  0.573
F -0.647 6.086 -0.647  -0.183
F 0.747 5.149 0.682  -0.199
F -0.900 6.313 1.500  -0.175
S -1.558 3.967 0.558  0.846
O -1.177 3.178 -0.595  0.320
O -1.163 3.310 1.811  -0.344
O -2.928 4.326 0.554  -0.553
C 2.261 2.579 -1.752  0.637
F 1.553 2.228 -0.691  -0.246
F 3.088 3.555 -1.414  -0.220
F 2.969 1.531 -2.156  -0.209
S 1.143 3.173 -3.085  1.232
O 0.384 4.245 -2.455  -0.651
O 1.949 3.629 -4.159  -0.599
O 0.219 2.043 -3.386  -0.656
C -6.043 1.611 -2.632  0.502
F -5.698 1.711 -3.913  -0.216
F -6.692 2.727 -2.306  -0.230
F -6.870 0.572 -2.453  -0.216
S -4.583 1.356 -1.488  1.107
O -4.606 -0.046 -1.161  -0.664
O -3.441 1.708 -2.360  -0.585
O -4.705 2.278 -0.415  -0.677
C 0.243 -1.345 -0.416  0.126
F 0.393 -2.075 0.676  -0.086
F 1.423 -0.771 -0.665  -0.066
F -0.088 -2.059 -1.491  -0.147
S -1.033 -0.072 -0.086  0.091
O -0.475 0.643 1.062  1.098
O -1.139 0.699 -1.287  -0.015
O -2.194 -0.806 0.303  -0.394
Cl 3.850 -2.449 -0.516  -0.018
C 4.929 -2.815 -1.880  -0.475
C 4.644 -1.843 -3.000  -0.254
Cl 5.633 -2.240 -4.436  -0.230
H 4.757 -3.825 -2.229  0.233
H 5.945 -2.670 -1.526  0.307
H 4.866 -0.812 -2.748  0.236
H 3.597 -1.913 -3.285  0.223
C 1.244 -5.230 -1.343  0.921
Cl 0.404 -5.052 -2.895  -0.157
Cl 2.889 -5.776 -1.632  -0.157
Cl 0.341 -6.297 -0.279  -0.136
H 1.283 -4.258 -0.871  -0.555

Cartesian forces (eV/Å) of the 2 atoms listed first:
Na 0.863 0.216 0.130
Cu 0.673 -1.465 0.781

Calculated values
Molar mass   1262.834 Da
2S+1   3
Strongest force on any atom   2.58 eV Å⁻¹
Orbital gap (spin up / spin down)   0.3258 / 0.2129 Eh
LUMO energy (spin up / spin down)   0.042 / -0.067 hartree
Charge   -1
Electronic energy   -316507.2122 eV



2.
# C9H5CoNO4

C9H5CoNO4 as an isolated structure at a distorted geometry (ωB97M-V with the def2-TZVPD basis set, OMol25).

Last column: Mulliken charge in e.
CARTESIAN COORDINATES (ANGSTROEM)
Co 1.534 -0.386 -0.667  0.102
O 0.853 -4.464 0.267  -0.126
C 1.029 -3.353 0.021  0.194
C 1.008 0.280 -2.264  0.331
O 0.674 0.705 -3.281  -0.176
C 2.336 0.692 0.542  0.331
O 2.847 1.379 1.313  -0.177
C 3.150 -0.800 -1.372  0.437
O 4.175 -1.062 -1.819  -0.125
C -2.630 0.992 1.093  -0.165
C -2.286 -0.358 1.117  -0.647
C -1.053 -0.764 0.596  0.378
N -0.186 0.148 0.067  0.016
C -0.521 1.476 0.041  0.187
C -1.743 1.918 0.551  -0.626
H -3.581 1.320 1.492  0.463
H -2.968 -1.086 1.535  0.470
H -0.806 -1.806 0.622  0.187
H 0.166 2.198 -0.380  0.507
H -1.997 2.970 0.525  0.439

Cartesian forces (eV/Å) of the 2 atoms listed first:
Co -0.113 -1.897 0.334
O 0.699 3.914 -0.902

Calculated values
Molar mass   250.075 Da
2S+1   4
Strongest force on any atom   6.27 eV Å⁻¹
Orbital gap (spin up / spin down)   0.2612 / 0.1782 Eh
LUMO energy (spin up / spin down)   -0.339 / -0.497 hartree
Charge   +2
Electronic energy   -56699.4658 eV



- strongest force on any atom of number 2 (C9H5CoNO4)?
  6.27 eV Å⁻¹



- What is the strongest force on any atom in the second record?
  6.27 eV Å⁻¹



Repeat the second record exactly.
# C9H5CoNO4

C9H5CoNO4 as an isolated structure at a distorted geometry (ωB97M-V with the def2-TZVPD basis set, OMol25).

Last column: Mulliken charge in e.
CARTESIAN COORDINATES (ANGSTROEM)
Co 1.534 -0.386 -0.667  0.102
O 0.853 -4.464 0.267  -0.126
C 1.029 -3.353 0.021  0.194
C 1.008 0.280 -2.264  0.331
O 0.674 0.705 -3.281  -0.176
C 2.336 0.692 0.542  0.331
O 2.847 1.379 1.313  -0.177
C 3.150 -0.800 -1.372  0.437
O 4.175 -1.062 -1.819  -0.125
C -2.630 0.992 1.093  -0.165
C -2.286 -0.358 1.117  -0.647
C -1.053 -0.764 0.596  0.378
N -0.186 0.148 0.067  0.016
C -0.521 1.476 0.041  0.187
C -1.743 1.918 0.551  -0.626
H -3.581 1.320 1.492  0.463
H -2.968 -1.086 1.535  0.470
H -0.806 -1.806 0.622  0.187
H 0.166 2.198 -0.380  0.507
H -1.997 2.970 0.525  0.439

Cartesian forces (eV/Å) of the 2 atoms listed first:
Co -0.113 -1.897 0.334
O 0.699 3.914 -0.902

Calculated values
Molar mass   250.075 Da
2S+1   4
Strongest force on any atom   6.27 eV Å⁻¹
Orbital gap (spin up / spin down)   0.2612 / 0.1782 Eh
LUMO energy (spin up / spin down)   -0.339 / -0.497 hartree
Charge   +2
Electronic energy   -56699.4658 eV



What did the first record say?
# C9H5Cl5Cu2F18NaO18S6

C9H5Cl5Cu2F18NaO18S6 as an isolated structure at a distorted geometry (ωB97M-V with the def2-TZVPD basis set, OMol25).

Last column: Mulliken charge in e.
CARTESIAN COORDINATES (ANGSTROEM)
Na -4.600 -1.155 0.977  0.953
Cu -1.586 2.486 -2.474  0.259
Cu -0.831 1.546 2.814  -0.019
C 2.923 -1.231 3.334  0.541
F 3.709 -0.497 2.565  -0.186
F 2.235 -2.091 2.560  -0.178
F 3.647 -1.948 4.189  -0.244
S 1.752 -0.185 4.322  1.076
O 2.640 0.690 5.036  -0.638
O 1.026 0.562 3.256  -0.517
O 0.958 -1.068 5.098  -0.612
C -1.669 -3.106 3.173  0.571
F -2.067 -3.264 1.899  -0.210
F -2.033 -4.178 3.866  -0.230
F -0.351 -3.002 3.225  -0.160
S -2.404 -1.574 3.914  1.091
O -2.170 -1.739 5.310  -0.603
O -1.659 -0.414 3.406  -0.336
O -3.802 -1.595 3.491  -0.692
C -0.534 5.497 0.549  0.573
F -0.647 6.086 -0.647  -0.183
F 0.747 5.149 0.682  -0.199
F -0.900 6.313 1.500  -0.175
S -1.558 3.967 0.558  0.846
O -1.177 3.178 -0.595  0.320
O -1.163 3.310 1.811  -0.344
O -2.928 4.326 0.554  -0.553
C 2.261 2.579 -1.752  0.637
F 1.553 2.228 -0.691  -0.246
F 3.088 3.555 -1.414  -0.220
F 2.969 1.531 -2.156  -0.209
S 1.143 3.173 -3.085  1.232
O 0.384 4.245 -2.455  -0.651
O 1.949 3.629 -4.159  -0.599
O 0.219 2.043 -3.386  -0.656
C -6.043 1.611 -2.632  0.502
F -5.698 1.711 -3.913  -0.216
F -6.692 2.727 -2.306  -0.230
F -6.870 0.572 -2.453  -0.216
S -4.583 1.356 -1.488  1.107
O -4.606 -0.046 -1.161  -0.664
O -3.441 1.708 -2.360  -0.585
O -4.705 2.278 -0.415  -0.677
C 0.243 -1.345 -0.416  0.126
F 0.393 -2.075 0.676  -0.086
F 1.423 -0.771 -0.665  -0.066
F -0.088 -2.059 -1.491  -0.147
S -1.033 -0.072 -0.086  0.091
O -0.475 0.643 1.062  1.098
O -1.139 0.699 -1.287  -0.015
O -2.194 -0.806 0.303  -0.394
Cl 3.850 -2.449 -0.516  -0.018
C 4.929 -2.815 -1.880  -0.475
C 4.644 -1.843 -3.000  -0.254
Cl 5.633 -2.240 -4.436  -0.230
H 4.757 -3.825 -2.229  0.233
H 5.945 -2.670 -1.526  0.307
H 4.866 -0.812 -2.748  0.236
H 3.597 -1.913 -3.285  0.223
C 1.244 -5.230 -1.343  0.921
Cl 0.404 -5.052 -2.895  -0.157
Cl 2.889 -5.776 -1.632  -0.157
Cl 0.341 -6.297 -0.279  -0.136
H 1.283 -4.258 -0.871  -0.555

Cartesian forces (eV/Å) of the 2 atoms listed first:
Na 0.863 0.216 0.130
Cu 0.673 -1.465 0.781

Calculated values
Molar mass   1262.834 Da
2S+1   3
Strongest force on any atom   2.58 eV Å⁻¹
Orbital gap (spin up / spin down)   0.3258 / 0.2129 Eh
LUMO energy (spin up / spin down)   0.042 / -0.067 hartree
Charge   -1
Electronic energy   -316507.2122 eV